# 1
Computed, not measured: C23H29ClN2O6PPdS as an isolated structure, with ωB97M-V/def2-TZVPD.

```
64
C23H29ClN2O6PPdS ωB97M-V/def2-TZVPD
Pd -1.943 1.740 0.803
Cl -1.897 3.629 -1.002
S -1.803 0.893 3.132
P 1.564 -0.151 -0.098
O -3.160 3.665 -0.254
O 0.506 0.867 0.105
O -1.718 2.308 -1.614
O -0.796 3.941 -0.104
O -3.252 -0.483 -0.658
O -1.951 4.616 -2.057
N -3.723 2.798 2.816
N -1.519 3.597 2.878
C 4.466 0.138 2.760
C -2.350 2.471 2.678
C 0.115 -4.151 1.609
C -0.399 -2.935 2.038
C 3.368 -0.307 2.034
C 3.919 1.238 0.267
C 3.135 -1.036 -2.274
C 1.456 0.214 -4.110
C -2.339 -1.266 -1.401
C 5.014 1.680 0.994
C 1.197 0.328 -2.749
C 2.541 -0.531 -4.550
C 3.385 -1.154 -3.634
C 0.067 -1.749 1.482
C 5.289 1.127 2.240
C 1.051 -1.781 0.492
C -4.876 -0.285 1.051
C 1.540 -3.005 0.040
C 3.096 0.233 0.779
C -3.750 -1.132 0.496
C 2.030 -0.308 -1.831
C -2.216 -0.684 -2.792
C 1.074 -4.187 0.601
H -0.239 -5.077 2.050
H 2.262 -3.049 -0.766
H -1.406 -1.175 -3.338
H -0.341 -0.790 1.794
H 3.693 1.674 -0.700
H -3.152 -0.814 -3.343
H -5.046 -0.505 2.106
H -0.587 3.420 2.542
H 1.460 -5.137 0.251
H -2.012 0.385 -2.718
H 3.810 -1.493 -1.557
H -2.700 -2.301 -1.448
H 4.240 -1.722 -3.981
H 6.143 1.476 2.810
H -2.954 -1.236 1.238
H 5.644 2.468 0.599
H 2.719 -1.075 2.441
H 0.811 0.712 -4.824
H -1.899 4.431 2.451
H 4.668 -0.278 3.741
H -4.109 -2.132 0.221
H -5.801 -0.444 0.490
H -1.364 -1.271 -0.899
H 0.358 0.914 -2.378
H -4.292 1.967 2.787
H 2.740 -0.621 -5.612
H -4.021 3.476 2.128
H -1.164 -2.900 2.806
H -4.584 0.757 0.942
```

Summary:
- net charge = -1
- energy relative to the best compared isomer or geometry (same formula, charge and spin) (kJ/mol) = 70.6
- lowest unoccupied orbital energy (eV) = 2.428
- gap between HOMO and LUMO (eV) = 6.140

Atomic partial charges in e from the Löwdin method, atoms 1 to 4: atom 1 (Pd): 0.436, atom 2 (Cl): 0.654, atom 3 (S): 0.524, atom 4 (P): 0.759

# 2
Computed, not measured: C24H36GdN2Si as an isolated structure, with ωB97M-V/def2-TZVPD.

```
64
C24H36GdN2Si ωB97M-V/def2-TZVPD
Gd -0.695 -0.059 1.532
Si 0.009 1.047 -2.554
N -1.007 -0.987 3.721
N 1.374 -1.614 1.560
C 1.409 -2.932 0.912
C 1.514 -0.104 -2.467
C -0.699 -0.338 5.011
C 3.910 -1.293 -3.495
C -2.780 3.122 -4.547
C 2.419 -0.730 1.066
C 0.400 2.236 1.363
C -1.926 2.404 1.456
C -1.604 2.647 -5.143
C -0.040 1.852 2.699
C 2.687 0.674 -2.822
C 1.652 -1.515 -2.482
C -1.453 -1.122 -0.188
C -1.478 1.906 2.722
C -0.778 2.661 0.647
C 2.866 -2.080 -3.001
C 3.824 0.126 -3.448
C -1.095 1.390 -4.782
C -3.469 2.318 -3.621
C -2.902 1.123 -3.135
C -0.136 -2.141 3.506
C -2.430 -1.229 3.522
C 1.277 -1.679 3.029
C -1.569 0.849 -3.547
H -2.186 -1.536 0.529
H 0.668 1.562 3.484
H 0.341 0.024 5.049
H 0.554 2.296 -2.922
H 4.641 0.768 -3.857
H 0.833 -2.194 -2.177
H -1.829 -0.806 -1.179
H 1.452 2.302 1.015
H -4.407 2.681 -3.209
H -1.368 0.513 5.195
H 4.790 -1.771 -3.941
H -0.012 -2.636 4.483
H 3.056 -3.177 -3.042
H 1.780 -2.828 -0.113
H 0.429 -3.434 0.870
H -2.958 2.636 1.195
H -0.705 3.254 -0.276
H -0.839 -1.101 5.788
H -3.005 -0.306 3.633
H -0.243 0.952 -5.330
H 2.012 -2.416 3.403
H -3.444 0.519 -2.393
H -0.404 -1.527 -0.372
H -2.107 1.663 3.564
H -2.640 -1.650 2.531
H 2.446 0.206 1.631
H -1.057 3.259 -5.867
H -0.577 -2.858 2.799
H -3.093 4.150 -4.752
H 2.279 -0.494 0.002
H 3.381 -1.232 1.179
H -2.752 -1.959 4.262
H 2.093 -3.584 1.471
H 1.550 -0.693 3.450
H -0.614 1.124 -1.010
H 2.657 1.758 -2.605
```

Summary:
- net charge = +1
- energy relative to the best compared isomer or geometry (same formula, charge and spin) (kJ/mol) = 698.9
- ⟨S²⟩ = 16.017
- spin multiplicity = 8
- lowest unoccupied orbital energy (alpha / beta) (eV) = -3.110 / -4.187
- gap between HOMO and LUMO (alpha / beta) (eV) = 4.659 / 6.242

Atomic partial charges in e from the Löwdin method, atoms 1 to 4: atom 1 (Gd): 1.481, atom 2 (Si): 0.756, atom 3 (N): -0.420, atom 4 (N): -0.372

# 3
Computed, not measured: CH20Na2O13 as an isolated structure, with ωB97M-V/def2-TZVPD.

```
36
CH20Na2O13 ωB97M-V/def2-TZVPD
Na -2.371 -7.204 -9.908
Na -3.769 -5.174 -8.555
O -1.928 -8.485 -5.765
O -0.238 -5.842 -8.223
O -2.578 -6.567 -4.806
O -5.393 -6.743 -7.838
O -3.395 -4.698 -6.081
O -4.382 -8.866 -8.962
O -3.687 -6.615 -6.757
O -0.317 -8.663 -7.378
O -4.864 -8.210 -5.924
O -2.010 -9.923 -7.636
O -2.643 -8.138 -7.699
O -2.264 -6.156 -8.383
O -4.830 -6.224 -5.213
C -2.850 -6.911 -7.624
H -2.415 -8.270 -6.560
H -3.219 -5.603 -6.337
H -4.560 -6.948 -7.414
H -4.192 -4.464 -6.557
H 0.184 -8.360 -8.136
H -3.976 -8.401 -8.231
H -4.542 -8.433 -5.050
H -4.459 -6.759 -5.915
H -4.170 -7.672 -6.306
H -2.451 -9.086 -7.786
H -1.019 -8.565 -6.053
H -1.157 -8.209 -7.448
H 0.159 -6.025 -7.371
H -3.352 -6.992 -4.436
H -2.593 -6.807 -5.733
H -1.135 -6.165 -8.144
H -4.516 -5.338 -5.395
H -4.132 -8.362 -9.736
H -5.405 -5.788 -7.894
H -1.080 -9.727 -7.748
```

Summary:
- net charge = 0
- energy relative to the best compared isomer or geometry (same formula, charge and spin) (kJ/mol) = 2308.1
- lowest unoccupied orbital energy (eV) = -2.793
- gap between HOMO and LUMO (eV) = 4.887

Atomic partial charges in e from the Löwdin method, atoms 1 to 4: atom 1 (Na): 0.795, atom 2 (Na): 0.706, atom 3 (O): -0.005, atom 4 (O): -0.007

# 4
Computed, not measured: a 2-piece molecular cluster, CH3N2O overall, with ωB97M-V/def2-TZVPD.

```
7
CH3N2O ωB97M-V/def2-TZVPD
O -1.209 0.310 -0.377
N 0.359 -0.894 0.617
N 0.534 -1.958 0.944
C 0.050 0.298 0.080
H 1.291 -0.008 -1.245
H 0.627 1.122 0.322
H -1.652 1.130 -0.340
```

Summary:
- net charge = +1
- energy relative to the best compared isomer or geometry (same formula, charge and spin) (kJ/mol) = 396.2
- lowest unoccupied orbital energy (alpha / beta) (eV) = -7.305 / -7.314
- gap between HOMO and LUMO (alpha / beta) (eV) = 8.904 / 8.902

Atomic partial charges in e from the Löwdin method, atoms 1 to 4: atom 1 (O): 0.121, atom 2 (N): 0.067, atom 3 (N): 0.447, atom 4 (C): -0.203

# 5
Computed, not measured: a 2-piece molecular cluster, C5H14N4O3 overall, with ωB97M-V/def2-TZVPD.

```
26
C5H14N4O3 ωB97M-V/def2-TZVPD
O -0.638 -0.372 -0.762
O 4.004 -0.526 0.257
O 3.843 1.671 -0.187
N -2.515 1.319 -0.318
N -1.856 -0.896 -0.326
N 1.428 -1.081 -0.416
N -4.048 -0.449 0.226
C 5.369 -0.306 0.628
C -2.833 0.089 -0.134
C 3.343 0.573 -0.136
C 1.897 0.282 -0.517
C -5.138 0.424 0.602
H 1.775 0.642 -1.540
H -2.163 -1.574 -1.015
H 5.935 0.094 -0.229
H 1.990 -1.682 -0.981
H -6.024 -0.181 0.835
H 1.283 0.946 0.109
H -0.840 0.569 -0.918
H -5.393 1.041 -0.242
H 1.524 -1.409 0.525
H -4.916 1.060 1.473
H -3.960 -1.288 0.766
H 5.764 -1.283 0.918
H 5.444 0.370 1.452
H -3.277 1.969 -0.068
```

Summary:
- net charge = 0
- energy relative to the best compared isomer or geometry (same formula, charge and spin) (kJ/mol) = 0.0
- SMILES string = [H]/N=C(\NC)NO.COC(=O)CN
- lowest unoccupied orbital energy (eV) = 0.777
- gap between HOMO and LUMO (eV) = 8.938

Atomic partial charges in e from the Löwdin method, atoms 1 to 4: atom 1 (O): -0.126, atom 2 (O): -0.049, atom 3 (O): 0.095, atom 4 (N): 0.125

# 6
Computed, not measured: an isolated molecule of C6H12O, with ωB97M-V/def2-TZVPD.

```
19
C6H12O ωB97M-V/def2-TZVPD
O -0.870 2.014 0.970
C -0.385 -0.268 0.032
C 1.053 -0.042 0.536
C -1.383 -0.371 1.164
C -1.345 0.873 0.338
C 2.130 0.172 -0.523
C -0.686 -1.132 -1.198
H 2.331 -0.735 -1.101
H -0.306 -0.715 -2.139
H 3.061 0.456 -0.015
H -0.279 -2.148 -1.104
H 0.985 0.862 1.150
H 1.327 -0.862 1.191
H -0.428 2.566 0.311
H -2.183 1.051 -0.338
H -2.231 -1.041 1.049
H -1.771 -1.264 -1.336
H 1.882 0.989 -1.210
H -0.973 -0.334 2.170
```

Summary:
- net charge = 0
- energy relative to the best compared isomer or geometry (same formula, charge and spin) (kJ/mol) = 119.9
- SMILES string = CC[C@@]1(C)C[C@H]1O
- lowest unoccupied orbital energy (eV) = 0.876
- gap between HOMO and LUMO (eV) = 10.295

Atomic partial charges in e from the Löwdin method, atoms 1 to 4: atom 1 (O): -0.021, atom 2 (C): -0.413, atom 3 (C): -0.199, atom 4 (C): -0.048